1.
DFT (the ωB97M-V functional and the def2-TZVPD basis) results for a molecular structure, C18H24N2O2S at a distorted geometry.

Last column: Mulliken charge in e.
Element x y z (Å)
C: -5.406 -3.037 -0.443  -1.115
C: -5.273 -2.112 0.670  -0.241
H: -5.202 -2.573 1.582  0.388
H: -6.263 -1.500 0.653  0.290
O: -4.242 -1.448 0.507  -0.306
C: -4.385 -0.248 -0.040  0.235
O: -5.394 0.035 -0.562  -0.558
C: -3.097 0.644 -0.165  0.246
C: -2.038 0.259 0.635  -0.084
C: -0.792 0.943 0.733  -0.970
C: -0.795 2.349 -0.015  0.195
C: -1.954 2.655 -0.878  -1.096
C: -2.977 1.621 -0.895  0.190
H: -3.838 2.195 -1.323  0.279
H: -1.804 3.456 -1.477  0.523
N: 0.329 2.913 0.065  -0.090
C: 1.754 2.459 0.174  0.145
N: 2.021 1.269 0.185  -0.126
H: 1.468 0.766 -0.270  0.305
C: 3.389 0.894 0.313  -0.659
H: 4.020 1.717 0.000  0.550
C: 3.621 -0.097 -0.733  -2.099
C: 3.508 -1.502 -0.394  1.198
C: 4.456 -2.429 -0.211  -0.306
C: 4.374 -3.752 -0.254  -0.963
C: 3.009 -4.357 -0.131  -0.538
C: 2.039 -3.554 0.579  -1.000
C: 2.137 -1.857 -0.160  -0.956
H: 1.444 -2.095 -0.948  0.326
H: 1.669 -1.304 0.584  0.392
H: 2.376 -3.143 1.564  0.403
H: 0.964 -3.746 0.474  0.425
H: 2.673 -4.404 -1.153  0.312
H: 2.786 -5.497 0.301  0.260
H: 4.701 -4.129 1.017  0.178
H: 5.057 -4.326 -0.622  0.828
H: 5.552 -2.146 -0.784  0.024
H: 3.127 0.044 -1.505  0.879
H: 4.766 -0.035 -1.162  0.388
H: 3.476 0.542 1.283  0.398
S: 2.880 3.779 0.470  -0.408
H: 0.118 3.998 -0.025  0.327
H: -0.117 0.665 1.425  0.929
H: -2.101 -0.799 1.360  0.040
H: -6.420 -3.638 -0.524  0.311
H: -4.393 -3.699 -0.576  0.225
H: -5.455 -2.568 -1.402  0.326

As for the lowest unoccupied orbital energy: 0.273 eV. For the strongest force on any atom, the calculation gives 14.15 eV/A. For the frontier orbital gap, the calculation gives 8.38 eV. Its multiplicity is 1. The HOMO energy comes out at -8.112 eV. Its total energy is -36953.072 eV.

2.
DFT (the ωB97M-V functional and the def2-TZVPD basis) results for C18H24N2O3S in the gas phase.

Last column: Mulliken charge in e.
Element x y z (Å)
C: 5.336 1.934 -0.733  -1.031
C: 4.112 2.840 -0.764  -0.367
C: 3.027 2.368 0.206  -0.955
N: 2.510 1.067 -0.145  -0.082
C: 2.833 -0.074 0.505  0.674
S: 3.552 -0.021 2.002  -0.500
N: 2.555 -1.261 -0.094  0.107
C: 2.472 -2.480 0.692  -1.021
C: 1.077 -3.110 0.568  -0.945
C: 0.047 -2.012 0.298  0.968
C: -1.372 -2.557 0.319  -0.177
O: -1.592 -3.749 0.317  -0.646
C: -2.476 -1.569 0.279  0.554
C: -3.752 -2.042 -0.043  -0.978
C: -4.825 -1.186 -0.128  -0.638
C: -4.658 0.173 0.123  0.439
C: -3.395 0.651 0.498  0.106
C: -2.315 -0.215 0.561  -0.422
O: -3.187 1.968 0.817  -0.445
C: -4.381 2.671 1.078  -0.489
C: -5.415 2.370 -0.006  -0.438
O: -5.738 0.996 -0.003  -0.464
C: 0.318 -1.388 -1.086  -0.354
C: 1.836 -1.394 -1.341  -1.413
H: 6.106 2.307 -1.405  0.367
H: 5.077 0.922 -1.039  0.220
H: 5.744 1.887 0.273  0.299
H: 3.703 2.877 -1.779  0.294
H: 4.400 3.855 -0.485  0.325
H: 2.195 3.080 0.211  0.298
H: 3.434 2.292 1.217  0.454
H: 2.134 1.003 -1.078  0.195
H: 2.687 -2.216 1.730  0.423
H: 3.243 -3.180 0.352  0.269
H: 1.038 -3.840 -0.242  0.262
H: 0.825 -3.634 1.489  0.451
H: 0.151 -1.248 1.073  0.254
H: -3.872 -3.097 -0.237  0.472
H: -5.808 -1.537 -0.394  0.444
H: -1.371 0.205 0.867  0.593
H: -4.121 3.730 1.096  0.345
H: -4.785 2.373 2.056  0.296
H: -6.347 2.908 0.172  0.348
H: -5.006 2.653 -0.985  0.284
H: -0.182 -1.970 -1.862  0.419
H: -0.080 -0.373 -1.120  0.295
H: 2.125 -0.623 -2.059  0.475
H: 2.137 -2.354 -1.770  0.433

Its SMILES is CCCNC(=S)N1CCC(C(=O)c2ccc3c(c2)OCCO3)CC1. As for the lowest unoccupied orbital energy: 0.435 eV. For the strongest force on any atom, the calculation gives 0.86 eV/A. For the frontier orbital gap, the calculation gives 8.29 eV. Its multiplicity is 1. The HOMO energy comes out at -7.858 eV. Its total energy is -39013.542 eV.

3.
DFT (the ωB97M-V functional and the def2-TZVPD basis) results for a molecular structure, C18H24N2O3S at a distorted geometry.

Last column: Mulliken charge in e.
Element x y z (Å)
C: -2.798 -3.653 4.325  -1.449
C: -2.435 -2.483 3.485  -0.349
H: -1.428 -2.339 3.762  0.396
H: -2.389 -2.768 2.342  0.278
C: -3.338 -1.100 3.441  -0.763
C: -2.624 -0.053 2.678  1.047
C: -1.553 0.873 3.213  -1.387
C: -1.313 1.719 2.299  -0.002
C: -1.737 1.851 1.001  -0.189
C: -2.687 1.080 0.605  0.056
C: -3.097 -0.183 1.391  -0.813
H: -3.908 -0.772 0.874  0.333
H: -3.107 1.353 -0.505  0.273
S: -0.988 3.076 0.097  0.956
O: -2.036 3.494 -1.074  -0.719
O: -0.318 4.236 0.887  -0.697
N: 0.301 2.584 -0.676  -0.006
C: 1.473 2.095 0.155  -1.139
C: 2.494 1.666 -0.684  -0.390
N: 2.408 0.679 -1.627  0.041
C: 1.158 1.118 -2.632  -0.752
C: 0.159 1.299 -1.645  -0.549
H: -0.819 1.653 -2.227  0.402
H: -0.158 0.417 -1.097  0.383
H: 0.803 0.134 -3.381  0.252
H: 1.378 2.032 -3.040  0.468
C: 3.465 0.518 -2.489  -0.851
C: 3.170 -1.047 -3.250  0.590
C: 3.118 -1.017 -4.606  -0.381
C: 2.835 -2.396 -4.751  -0.313
C: 2.900 -3.131 -3.600  -0.693
O: 3.123 -2.077 -2.769  -0.324
H: 2.888 -4.071 -3.224  0.507
H: 2.602 -2.821 -5.795  0.263
H: 2.970 -0.225 -5.392  0.320
H: 4.278 -0.070 -1.671  0.263
H: 3.655 1.125 -3.233  0.630
H: 3.638 1.442 0.073  0.269
H: 2.927 2.658 -1.239  0.264
H: 1.721 2.738 0.815  0.834
H: 1.215 1.232 0.867  0.241
H: -0.234 2.394 2.826  0.113
H: -1.297 0.665 4.145  0.680
H: -3.146 -0.830 4.560  0.301
H: -4.217 -1.587 3.156  0.478
H: -2.930 -3.315 5.382  0.282
H: -3.868 -3.815 4.030  0.273
H: -2.252 -4.376 4.197  0.571

As for the lowest unoccupied orbital energy: 0.319 eV. For the strongest force on any atom, the calculation gives 18.73 eV/A. For the frontier orbital gap, the calculation gives 9.03 eV. Its multiplicity is 1. The HOMO energy comes out at -8.714 eV. Its total energy is -38996.330 eV.

4.
DFT (the ωB97M-V functional and the def2-TZVPD basis) results for C18H24N2O3S2 in the gas phase.

Last column: Mulliken charge in e.
Element x y z (Å)
C: 2.151 -2.914 0.928  -1.424
C: 1.311 -2.407 2.094  0.014
C: 0.234 -3.413 2.463  -0.824
S: -0.897 -2.704 3.710  -0.219
C: -2.116 -4.071 3.839  -0.666
C: -3.533 -3.545 4.046  -0.651
C: -4.215 -3.165 2.727  -0.837
N: -3.500 -2.145 2.000  -0.091
C: -2.677 -2.450 0.969  -0.035
O: -2.626 -3.567 0.482  -0.696
C: -1.853 -1.327 0.439  1.377
C: -1.462 -0.229 1.202  -0.799
C: -0.655 0.746 0.652  -1.148
C: -0.219 0.650 -0.670  1.068
N: 0.589 1.671 -1.161  -0.037
C: 1.132 1.818 -2.402  0.318
O: 1.011 1.039 -3.326  -0.713
C: 1.919 3.076 -2.533  0.101
C: 2.524 3.343 -3.699  -0.080
S: 3.404 4.787 -4.087  -0.136
C: 2.946 5.746 -2.606  -0.566
C: 2.979 4.837 -1.385  -0.579
O: 1.956 3.867 -1.405  -0.438
C: -0.595 -0.454 -1.433  -0.671
C: -1.397 -1.426 -0.873  -0.755
H: 2.631 -3.857 1.181  0.378
H: 1.523 -3.070 0.053  0.320
H: 2.922 -2.191 0.674  0.392
H: 1.946 -2.220 2.963  0.411
H: 0.836 -1.464 1.816  -0.031
H: -0.366 -3.671 1.590  0.328
H: 0.671 -4.318 2.889  0.580
H: -1.809 -4.692 4.681  0.519
H: -2.050 -4.646 2.917  0.332
H: -3.503 -2.682 4.714  0.310
H: -4.134 -4.322 4.524  0.366
H: -4.261 -4.038 2.070  0.392
H: -5.233 -2.814 2.927  0.379
H: -3.434 -1.238 2.430  0.236
H: -1.740 -0.143 2.242  0.273
H: -0.348 1.590 1.254  0.314
H: 0.791 2.421 -0.511  0.213
H: 2.454 2.626 -4.498  0.373
H: 3.665 6.556 -2.511  0.406
H: 1.944 6.149 -2.754  0.319
H: 2.805 5.417 -0.474  0.339
H: 3.959 4.346 -1.319  0.357
H: -0.252 -0.540 -2.450  0.530
H: -1.686 -2.292 -1.450  0.450

Its SMILES is CCCSCCCNC(=O)c1ccc(NC(=O)C2=CSCCO2)cc1. As for the lowest unoccupied orbital energy: 0.371 eV. For the strongest force on any atom, the calculation gives 0.62 eV/A. For the frontier orbital gap, the calculation gives 8.48 eV. Its multiplicity is 1. The HOMO energy comes out at -8.110 eV. Its total energy is -49849.649 eV.

5.
DFT (the ωB97M-V functional and the def2-TZVPD basis) results for a molecular structure, C18H24N3O3PPdS2 at a distorted geometry.

Last column: Mulliken charge in e.
Element x y z (Å)
Pd: 1.596 0.431 -0.658  0.698
O: 3.363 -2.559 1.225  -0.570
C: 2.914 -1.816 0.397  -0.231
N: 2.488 -0.519 0.686  -0.429
C: 2.463 0.057 2.020  -0.634
C: 2.130 1.527 1.888  0.300
C: 2.296 2.431 2.918  -0.734
C: 1.973 3.763 2.703  -0.289
C: 1.489 4.160 1.464  -0.771
C: 1.331 3.211 0.477  -0.218
N: 1.643 1.927 0.689  0.221
C: 2.768 -2.112 -1.073  0.771
C: 3.247 -3.278 -1.620  -0.540
C: 3.179 -3.435 -3.002  -0.313
C: 2.651 -2.412 -3.770  -0.764
C: 2.169 -1.270 -3.147  -0.158
N: 2.217 -1.129 -1.824  0.108
H: 3.419 -0.127 2.516  0.518
H: 1.695 -0.436 2.630  0.310
H: 2.690 2.100 3.870  0.477
H: 2.106 4.488 3.496  0.463
H: 1.235 5.191 1.261  0.451
H: 0.950 3.460 -0.504  0.459
H: 3.680 -4.026 -0.970  0.506
H: 3.549 -4.338 -3.469  0.481
H: 2.603 -2.484 -4.847  0.448
H: 1.740 -0.459 -3.718  0.450
C: -1.828 2.468 2.481  -1.187
C: -2.345 1.379 1.575  0.739
C: -3.800 1.531 1.205  -1.319
O: -1.504 1.460 0.344  0.165
P: -1.676 0.502 -0.868  0.408
S: -3.045 1.080 -2.233  0.018
S: -0.213 0.807 -2.186  -0.282
O: -1.818 -0.903 -0.225  -0.307
C: -2.352 -2.197 -0.775  0.602
C: -3.859 -2.154 -0.722  -1.293
C: -1.771 -2.488 -2.139  -1.148
H: -2.316 2.386 3.453  0.462
H: -2.046 3.452 2.067  0.351
H: -0.753 2.373 2.631  0.147
H: -2.148 0.393 1.996  0.239
H: -3.978 2.483 0.704  0.329
H: -4.401 1.506 2.114  0.462
H: -4.153 0.713 0.570  0.268
H: -1.963 -2.900 -0.042  0.228
H: -4.264 -1.450 -1.450  0.291
H: -4.212 -1.897 0.275  0.351
H: -4.249 -3.142 -0.972  0.448
H: -2.192 -1.840 -2.908  0.333
H: -2.016 -3.518 -2.399  0.469
H: -0.685 -2.391 -2.137  0.216

As for the lowest unoccupied orbital energy (spin up / spin down): -10.639 / -10.591 eV. For the strongest force on any atom, the calculation gives 2.05 eV/A. For the frontier orbital gap (spin up / spin down), the calculation gives 4.19 / 4.42 eV. The net charge is +2. Its multiplicity is 1. The HOMO energy (spin up / spin down) comes out at -14.826 / -15.009 eV. Its total energy is -64093.244 eV.